# CFLuO4S

A structure of composition CFLuO4S in a non-equilibrium geometry (ωB97M-V with the def2-TZVPD basis set, the OMol25 dataset).

Structure (XYZ):
```
8
Properties=species:S:1:pos:R:3:forces:R:3:lowdin_charge:R:1
S 2.0225 0.0611 -0.3265 -0.3 -2.4 0.6 0.702
F 2.0750 -0.0316 1.3904 -0.3 0.3 -1.4 -0.384
O 1.9354 -1.3644 -0.7095 0.2 2.1 0.4 -0.477
O 0.6345 0.6880 -0.4898 -0.9 1.0 -1.2 -0.884
C -1.9094 -0.3482 0.8235 -1.5 -1.8 0.5 -0.412
O -2.3845 0.2891 -0.0355 1.0 0.6 0.1 0.038
O -1.7091 -1.1370 1.6560 0.7 1.3 -0.7 0.227
Lu -0.6643 1.8431 -2.3087 1.1 -1.1 1.7 1.189
```
Forces are in eV/Å.

Relative energy (zero: lowest compared OMol25 entry of this formula, charge and spin) in kcal per mole: 0.0
E_LUMO in eV: -0.763
Kohn-Sham gap in Ha: 0.2766


# CFN2O3

A cluster of 2 separate species, CFN2O3 in total in a non-equilibrium geometry (ωB97M-V with the def2-TZVPD basis set, the OMol25 dataset).

Structure (XYZ):
```
7
Properties=species:S:1:pos:R:3:forces:R:3:lowdin_charge:R:1
C 1.2414 0.0936 -0.1156 0.5 1.4 -0.4 -0.795
N -0.7190 -1.1157 -0.1476 -2.9 0.1 1.2 0.255
N -1.5140 -0.4240 0.2603 1.0 0.2 -2.3 -0.249
O 1.6729 -0.1127 -1.2047 0.5 -0.1 -1.3 0.018
O 1.2524 -0.3887 0.9749 0.2 0.4 1.6 -0.008
O -2.3071 0.4624 0.4331 0.2 -0.9 0.8 0.030
F 0.3735 1.4851 -0.2004 0.5 -1.0 0.5 -0.251
```
Forces are in eV/Å.

Relative energy (zero: lowest compared OMol25 entry of this formula, charge and spin) in kcal per mole: 12.8
E_LUMO in eV: 4.282
Kohn-Sham gap in Ha: 0.3475
Total charge: -1


# CFN2OS

The ion CFN2OS with charge -1 in a non-equilibrium geometry (ωB97M-V with the def2-TZVPD basis set, the OMol25 dataset).

Structure (XYZ):
```
6
Properties=species:S:1:pos:R:3:forces:R:3:lowdin_charge:R:1
C 1.2237 0.3231 0.0104 0.8 1.1 -1.2 -0.517
N 2.1419 1.0091 -0.1869 0.3 0.3 -0.3 0.046
N 0.3563 -0.4977 0.4932 -2.3 -1.2 2.0 -0.200
O -0.6608 -1.0029 -0.2596 0.1 -0.5 -1.2 -0.571
F -3.5859 0.4746 -0.1029 0.8 -0.5 -0.3 -0.635
S -1.8525 0.3156 0.1354 0.2 0.9 0.9 0.876
```
Forces are in eV/Å.

Relative energy (zero: lowest compared OMol25 entry of this formula, charge and spin) in kcal per mole: 22.8
E_LUMO (spin up / spin down) in eV: 3.272 / 3.274
Kohn-Sham gap (spin up / spin down) in Ha: 0.2754 / 0.2755
Total charge: -1


Please write out number 1 again, unchanged.
# CFLuO4S

A structure of composition CFLuO4S in a non-equilibrium geometry (ωB97M-V with the def2-TZVPD basis set, the OMol25 dataset).

Structure (XYZ):
```
8
Properties=species:S:1:pos:R:3:forces:R:3:lowdin_charge:R:1
S 2.0225 0.0611 -0.3265 -0.3 -2.4 0.6 0.702
F 2.0750 -0.0316 1.3904 -0.3 0.3 -1.4 -0.384
O 1.9354 -1.3644 -0.7095 0.2 2.1 0.4 -0.477
O 0.6345 0.6880 -0.4898 -0.9 1.0 -1.2 -0.884
C -1.9094 -0.3482 0.8235 -1.5 -1.8 0.5 -0.412
O -2.3845 0.2891 -0.0355 1.0 0.6 0.1 0.038
O -1.7091 -1.1370 1.6560 0.7 1.3 -0.7 0.227
Lu -0.6643 1.8431 -2.3087 1.1 -1.1 1.7 1.189
```
Forces are in eV/Å.

Relative energy (zero: lowest compared OMol25 entry of this formula, charge and spin) in kcal per mole: 0.0
E_LUMO in eV: -0.763
Kohn-Sham gap in Ha: 0.2766